Record 1
Molecular formula: C18H36ClF3N4O2P2S
Method: DFT, ωB97M-V with the def2-TZVPD basis set

Properties
2S+1: 1
molar mass: 526.97 g mol⁻¹
total energy: -2917.19855 Eh
net charge: 0

Geometry as XYZ:
```
67
Properties=species:S:1:pos:R:3:nbo_charge:R:1
Cl -0.583 -1.700 -5.285 -0.0809
S 2.932 -5.422 2.048 -0.4954
P -2.479 -0.196 -0.615 0.7552
P 2.176 -3.627 1.961 0.9127
F 2.128 2.142 0.044 -0.3775
F 1.286 2.453 2.021 -0.3677
F 3.385 2.915 1.649 -0.3386
O 1.970 5.382 1.578 -0.8772
O 2.172 4.838 -0.639 -0.5804
N 0.495 -2.079 -1.527 -0.4853
N 1.884 -3.242 0.252 -0.8609
N -2.144 -1.861 3.163 -0.6447
N -0.202 -1.657 0.672 -0.4612
C -1.941 -2.313 -2.775 -0.4645
C -4.350 -0.695 -0.375 -0.9383
C 0.858 -2.401 -0.059 0.8077
C 2.594 -0.545 -1.413 -0.6621
C 0.954 -0.657 -1.726 -0.2704
C -1.631 -1.134 -3.864 -0.2023
C -0.992 -2.365 -1.461 -0.0236
C 4.494 4.079 -0.910 -0.6437
C -1.523 -1.705 -0.016 -0.3611
C -0.090 -1.741 4.715 -0.7204
C -2.988 1.291 1.940 -0.6614
C -0.787 -1.520 3.224 0.2929
C -3.110 -0.715 -4.526 -0.6410
C 1.692 4.446 0.677 0.3228
C 2.144 2.996 1.110 0.9114
C 0.041 -0.892 1.912 -0.2947
C 3.528 5.242 -0.790 -0.0693
C -2.293 1.361 0.457 -0.7456
H -3.098 -2.314 -2.478 0.2500
H -2.877 0.163 -5.289 0.2357
H 4.071 3.270 -1.514 0.1949
H -0.478 -0.844 5.401 0.2661
H -3.743 -0.226 -3.652 0.2222
H -3.902 2.037 1.943 0.2254
H -0.990 -3.527 -1.183 0.2050
H 1.078 -1.806 4.688 0.2257
H 3.129 -2.632 2.473 0.0375
H -3.419 0.229 2.172 0.2245
H 0.871 -0.384 -2.886 0.2511
H 3.116 0.097 -2.274 0.2617
H 2.476 -3.663 -0.509 0.5009
H 0.334 0.160 -1.164 0.2194
H 1.187 -0.942 2.246 0.2296
H -2.270 -2.503 0.457 0.2604
H 0.942 -3.652 2.706 0.0498
H 3.848 5.954 -0.022 0.1947
H 0.627 4.278 0.458 0.0804
H 3.111 -1.618 -1.498 0.1907
H -1.233 -0.118 -3.384 0.2556
H -4.677 -1.562 -1.091 0.2395
H 4.744 3.671 0.070 0.2120
H -5.064 0.236 -0.379 0.2655
H -4.391 -1.139 0.733 0.2329
H 2.825 -0.008 -0.395 0.2529
H 3.561 5.791 -1.739 0.1593
H 5.433 4.410 -1.365 0.1945
H -2.798 2.259 -0.147 0.2670
H -2.241 1.683 2.772 0.2310
H -1.789 -3.347 -3.352 0.2531
H -0.218 0.250 1.912 0.3028
H -3.627 -1.637 -5.028 0.2259
H -2.424 -2.205 4.119 0.3469
H -1.150 1.681 0.559 0.2606
H -0.584 -2.716 5.194 0.2401
```

=====

Record 2
Molecular formula: C18H36F3HfO18
Method: DFT, ωB97M-V with the def2-TZVPD basis set

Properties
2S+1: 1
molar mass: 775.95 g mol⁻¹
ΔE to the lowest compared entry with this formula, charge and spin: 359.3 kJ/mol
total energy: -2409.35075 Eh
net charge: +1

Geometry as XYZ:
```
76
Properties=species:S:1:pos:R:3:lowdin_charge:R:1
Hf 16.721 -11.637 -0.545 2.1418
F 18.650 -10.496 0.005 -0.4850
F 16.048 -11.195 1.645 -0.4901
F 15.810 -12.956 -2.295 -0.5003
O 17.318 -10.439 -2.589 -0.0443
O 20.683 -12.761 -2.693 0.0196
O 16.931 -7.196 -1.082 -0.0367
O 12.587 -10.071 0.151 0.0075
O 14.267 -11.368 -0.532 -0.0082
O 18.524 -12.780 -1.746 -0.0131
O 15.664 -7.302 0.746 -0.0146
O 14.290 -15.567 0.026 -0.0041
O 15.407 -13.646 0.472 0.0109
O 19.272 -14.337 -3.227 0.0062
O 17.324 -9.921 -4.834 0.0483
O 12.111 -11.823 -1.146 0.0026
O 19.603 -13.964 2.211 0.0191
O 17.947 -13.058 0.825 -0.0257
O 18.331 -8.568 -3.507 0.0242
O 16.176 -9.288 -0.448 -0.0134
O 17.441 -14.488 2.414 -0.0012
O 14.222 -14.693 2.081 -0.0057
C 11.159 -9.812 0.166 -0.0056
C 17.082 -5.794 -0.818 -0.0166
C 20.574 -13.051 1.597 0.0000
C 18.324 -13.799 1.715 -0.4776
C 13.326 -16.604 0.476 -0.0016
C 13.060 -11.145 -0.494 -0.5119
C 16.528 -11.093 -5.116 -0.0074
C 21.216 -11.722 -1.923 -0.0360
C 19.433 -13.249 -2.422 -0.4551
C 14.894 -7.818 1.804 -0.0374
C 19.345 -8.358 -2.444 0.0178
C 17.715 -15.464 3.391 -0.0186
C 14.660 -14.541 0.838 -0.5481
C 14.443 -13.631 3.058 0.0139
C 16.238 -8.066 -0.260 -0.3895
C 17.613 -9.694 -3.563 -0.4982
C 17.989 -14.931 -3.433 -0.0264
C 12.374 -13.059 -1.779 -0.0012
H 21.528 -13.039 2.125 0.1025
H 18.041 -15.917 -3.895 0.1005
H 10.734 -9.704 -0.832 0.1015
H 16.113 -5.339 -0.612 0.0995
H 16.197 -11.060 -6.154 0.1008
H 20.157 -9.065 -2.612 0.0794
H 15.410 -8.495 2.483 0.1011
H 13.318 -12.894 -2.299 0.0878
H 16.998 -12.055 -4.913 0.0855
H 17.364 -14.259 -4.021 0.0796
H 20.460 -10.939 -1.863 0.0616
H 12.427 -16.170 0.915 0.0914
H 12.412 -13.928 -1.121 0.0925
H 11.034 -8.864 0.689 0.0978
H 18.910 -8.449 -1.448 0.0702
H 17.818 -5.633 -0.031 0.1060
H 22.120 -11.296 -2.357 0.1113
H 17.463 -5.355 -1.740 0.1005
H 15.603 -11.107 -4.538 0.0925
H 18.243 -16.295 2.923 0.1071
H 18.219 -15.104 4.288 0.1103
H 20.864 -13.331 0.585 0.0752
H 10.668 -10.604 0.731 0.1020
H 15.519 -13.499 3.172 0.0788
H 14.016 -13.747 4.054 0.0996
H 13.765 -17.233 1.249 0.0918
H 16.766 -15.925 3.664 0.0998
H 21.357 -12.045 -0.892 0.0786
H 17.488 -15.061 -2.474 0.0872
H 13.953 -12.755 2.634 0.0937
H 13.989 -8.355 1.520 0.0817
H 11.586 -13.263 -2.504 0.1043
H 19.837 -7.388 -2.516 0.0995
H 14.511 -6.959 2.355 0.1001
H 13.057 -17.222 -0.381 0.0958
H 20.150 -12.047 1.573 0.0943
```

=====

Record 3
Molecular formula: C18H37Br2N3O2S2
Method: DFT, ωB97M-V with the def2-TZVPD basis set

Properties
2S+1: 1
molar mass: 551.45 g mol⁻¹
ΔE to the lowest compared entry with this formula, charge and spin: 1192.6 kJ/mol
total energy: -6966.62699 Eh
net charge: 0

Geometry as XYZ:
```
64
Properties=species:S:1:pos:R:3:nbo_charge:R:1
Br -1.755 4.068 -1.584 -0.0497
Br -0.611 0.446 -4.529 -0.0038
S 1.575 1.818 0.852 1.1174
S -0.423 -0.328 -1.529 1.3101
O 2.087 3.001 1.705 -0.9938
O -0.736 1.169 -1.413 -1.0600
N -1.164 -2.808 2.189 -0.3372
N 1.151 -1.391 -0.660 -0.4912
N -2.060 0.836 1.365 -0.4283
C -1.613 1.753 -3.468 -0.4497
C -0.743 2.857 -2.921 -0.3591
C -4.426 3.618 -0.141 -0.6142
C -4.743 2.153 -0.591 -0.3822
C -0.131 1.395 1.497 -0.7768
C -2.677 0.991 0.385 0.3628
C 3.211 -2.893 -1.124 -0.5108
C 2.139 -2.615 3.091 -0.3912
C 4.484 -2.617 -0.327 -0.3822
C 1.163 2.650 -0.761 -0.7734
C 1.353 -2.210 1.875 -0.5383
C -3.524 1.207 -0.852 -0.5375
C -1.939 -1.034 -2.332 -0.8419
C -0.058 -2.505 2.014 0.3054
C -0.656 -1.120 0.140 -0.8703
C 4.341 -2.332 1.213 -0.6150
C 2.063 -2.011 -0.898 0.4018
C 1.914 -1.774 4.376 -0.6231
H -0.851 2.208 1.401 0.2516
H -3.870 4.210 -0.868 0.2140
H -3.750 3.499 0.706 0.2076
H -5.311 4.139 0.223 0.2142
H -2.851 -0.875 -1.756 0.2116
H -2.244 2.186 -4.244 0.2154
H 0.019 2.392 -2.295 0.2268
H 4.969 -1.727 -0.729 0.2136
H 3.189 -2.545 2.805 0.2207
H -2.701 1.696 -1.372 0.2883
H -3.900 0.280 -1.286 0.2375
H 2.447 -2.336 5.143 0.2140
H 2.770 -3.850 -0.845 0.2455
H -1.518 -0.718 0.672 0.2381
H -0.334 3.449 -3.740 0.2143
H -2.075 -0.609 -3.327 0.2408
H 3.541 -2.775 -2.156 0.2617
H -0.067 0.985 2.505 0.2341
H -0.789 -2.202 0.142 0.2636
H 2.001 -3.676 3.300 0.2072
H 5.253 -1.976 1.694 0.2334
H 2.141 2.958 -1.128 0.2189
H -5.185 1.651 0.270 0.2073
H 0.680 2.014 -1.504 0.2144
H 0.583 3.554 -0.576 0.2391
H 1.526 -1.181 1.559 0.2458
H 4.033 -3.222 1.761 0.1991
H -1.714 -2.097 -2.416 0.2323
H 2.368 -0.786 4.304 0.2208
H -0.445 0.532 0.909 0.2730
H 0.237 -1.024 0.758 0.2790
H -5.452 2.090 -1.417 0.2086
H 0.894 -1.874 4.748 0.2218
H 3.584 -1.583 1.443 0.2105
H -2.187 1.183 -2.737 0.2479
H 5.176 -3.423 -0.571 0.2198
H 1.614 -2.875 1.051 0.2399
```

=====

Record 4
Molecular formula: C18H37ClIN6O4
Method: DFT, ωB97M-V with the def2-TZVPD basis set

Properties
2S+1: 1
molar mass: 563.89 g mol⁻¹
total energy: -2095.22742 Eh
net charge: -1

Geometry as XYZ:
```
67
Properties=species:S:1:pos:R:3:nbo_charge:R:1
I -3.004 -1.788 0.312 0.0210
Cl 1.700 -4.141 3.479 -0.1195
O 0.721 0.683 4.252 -0.9292
O 0.447 2.029 6.045 -0.8460
O 1.441 2.797 4.191 -0.8996
O 2.072 2.966 -0.331 -0.5249
N 3.609 -1.785 -2.257 -0.8070
N -2.642 1.881 1.466 -0.8646
N -4.184 -0.967 -4.125 -0.8030
N -0.742 2.611 2.589 -0.8312
N -0.906 2.911 0.192 -0.8863
N -1.192 -0.474 -1.871 -0.4419
C 3.397 2.405 0.231 -0.1395
C 0.886 1.854 4.850 0.9400
C -0.406 0.664 1.327 -0.5322
C 0.133 1.613 -2.225 -0.6599
C -1.101 -1.622 -0.910 -0.1172
C 0.230 -1.377 -0.276 0.0684
C -0.547 0.761 -1.187 0.0046
C -1.186 2.048 1.357 0.4295
C 1.723 0.613 0.080 -0.4396
C 1.229 -1.666 -1.450 -0.4541
C 2.682 -2.053 -1.160 -0.2246
C -3.177 -1.338 -3.134 -0.2521
C 0.228 0.228 0.007 -0.0410
C 0.616 -2.430 0.795 -0.4422
C 2.082 1.971 0.576 0.0399
C 0.667 -2.698 3.318 -0.3620
C -2.525 -0.166 -2.453 -0.2340
C -0.150 -2.832 2.069 -0.4363
H -3.756 -0.429 -4.866 0.3454
H 0.108 3.150 2.532 0.4131
H -0.833 3.851 0.548 0.3879
H 0.072 -2.617 4.204 0.2368
H 1.287 -1.819 3.375 0.2655
H 2.730 -3.114 -0.979 0.1957
H -2.418 -1.914 -3.644 0.1837
H 0.719 -3.332 0.210 0.1976
H -1.091 -2.347 2.235 0.2291
H 1.292 -0.815 -2.114 0.1923
H -3.155 0.318 -1.728 0.2330
H 3.805 3.270 0.715 0.2108
H 1.787 2.225 1.589 0.2614
H 2.178 -0.044 0.807 0.2362
H 0.174 2.625 -1.867 0.2968
H -4.861 -0.342 -3.710 0.3543
H 0.820 -2.471 -2.049 0.1902
H -1.709 2.923 -0.422 0.3308
H 1.131 1.298 -2.467 0.2125
H 3.547 -0.810 -2.521 0.3430
H -2.838 1.466 2.366 0.3786
H -1.452 3.127 3.083 0.3698
H 3.904 2.132 -0.675 0.1785
H 3.318 -2.297 -3.079 0.3403
H -0.358 -3.889 1.992 0.2110
H 0.348 0.687 2.104 0.3381
H -1.394 1.358 -0.898 0.2363
H -3.682 -1.952 -2.408 0.2237
H -0.447 1.613 -3.142 0.1824
H 3.064 -1.576 -0.279 0.2120
H -1.117 -0.052 1.683 0.2121
H -0.602 -0.609 -2.689 0.4264
H -2.982 1.234 0.769 0.3305
H 2.220 0.571 -0.876 0.1853
H -1.175 -2.529 -1.475 0.2056
H -2.328 0.559 -3.231 0.2057
H 1.592 -2.149 1.152 0.2319
```